{
  "formula": "C35H28F12IIrN3O6S",
  "method": "ωB97M-V/def2-TZVPD",
  "elements": ["Ir", "C", "C", "C", "C", "C", "N", "C", "C", "C", "C", "C", "C", "C", "C", "O", "C", "F", "F", "F", "C", "F", "F", "F", "C", "C", "C", "O", "C", "F", "F", "F", "C", "F", "F", "F", "H", "H", "H", "H", "H", "H", "H", "H", "H", "H", "H", "H", "I", "C", "C", "C", "C", "N", "C", "H", "H", "H", "H", "C", "C", "C", "C", "C", "C", "C", "S", "O", "O", "N", "C", "C", "C", "O", "O", "H", "H", "H", "H", "H", "H", "H", "H", "H", "H", "H", "H"],
  "coordinates": [[10.8669, 12.7012, 8.7567], [14.6557, 19.9332, 9.8034], [13.7561, 18.7802, 9.4089], [12.6876, 18.4258, 10.2200], [11.8902, 17.3216, 9.8968], [12.1207, 16.4795, 8.8152], [11.1545, 15.4530, 8.5242], [10.0297, 15.8029, 7.8589], [10.2000, 16.8481, 6.7926], [9.3227, 17.8982, 6.8459], [8.0214, 17.7080, 7.4559], [7.0198, 18.7173, 7.2557], [7.7403, 16.5111, 8.0582], [8.6933, 15.5316, 8.2571], [8.1673, 14.1241, 8.5313], [9.0088, 13.0889, 8.4554], [7.0121, 13.7030, 7.3972], [7.6297, 13.3686, 6.1963], [6.0595, 14.5998, 7.0802], [6.4455, 12.5628, 7.8398], [7.4288, 14.0662, 9.9544], [8.3493, 14.2793, 10.9350], [6.4342, 14.9113, 10.1971], [6.8847, 12.8474, 10.1892], [13.3461, 16.7210, 7.9938], [14.0569, 17.9285, 8.3469], [14.2146, 15.9941, 7.1466], [13.3454, 13.7858, 8.1572], [13.6645, 15.3166, 5.9469], [13.9029, 16.2815, 4.8585], [14.1998, 14.1477, 5.5083], [12.3164, 15.1959, 6.0179], [15.7693, 15.9889, 7.1736], [16.2555, 16.1764, 8.4586], [16.3961, 16.9273, 6.3506], [16.3134, 14.8047, 6.7542], [14.3550, 20.8901, 9.3446], [15.6502, 19.7581, 9.4346], [14.7254, 19.9614, 10.9040], [12.6055, 18.9385, 11.1689], [10.9334, 17.2594, 10.4046], [11.1102, 16.8552, 6.2039], [9.5486, 18.9302, 6.4912], [7.1452, 19.4770, 6.3974], [7.0197, 19.4277, 8.0694], [6.0309, 18.2934, 7.2649], [6.7232, 16.2374, 8.2669], [14.9420, 18.1663, 7.7931], [12.6755, 7.7786, 7.3875], [11.2101, 8.7160, 8.5999], [10.6813, 8.4533, 9.8499], [9.7751, 9.3425, 10.4619], [9.4734, 10.5321, 9.8242], [10.3177, 10.8401, 8.7481], [11.0156, 9.9784, 8.0566], [10.8963, 7.5047, 10.2955], [9.2230, 8.9068, 11.2997], [8.6585, 11.1965, 10.1498], [11.2931, 10.1651, 7.0138], [8.9175, 10.4171, 14.6388], [10.1187, 11.1242, 14.0663], [11.3581, 10.8732, 14.6298], [12.4994, 11.4122, 14.0820], [12.3410, 12.4293, 13.0803], [11.0572, 12.7986, 12.6195], [9.9181, 12.1068, 13.0982], [13.7121, 13.4982, 12.6982], [13.3329, 14.6903, 11.9692], [14.2746, 13.7147, 14.0286], [14.6176, 12.6167, 11.6862], [15.5055, 13.1857, 10.6637], [15.1063, 12.5550, 9.3444], [13.5815, 12.8054, 8.8843], [11.0741, 14.5100, 9.4909], [12.6485, 11.9704, 9.2266], [9.0212, 9.3648, 14.5968], [8.0161, 10.6194, 14.0546], [8.7016, 10.6189, 15.6709], [11.3590, 10.3160, 15.5887], [13.5075, 11.2730, 14.4185], [10.9700, 13.6486, 11.9706], [8.8972, 12.3027, 12.7978], [14.6826, 11.6051, 11.8712], [16.5737, 12.9341, 10.9442], [15.3476, 14.2852, 10.7187], [15.2973, 11.4783, 9.2602], [15.6889, 13.1233, 8.5767]],
  "gap_ev": [4.3, 5.1],
  "s2": 8.8674,
  "homo_energy_ha": [-0.180, -0.297],
  "multiplicity": 6,
  "e_lumo_ev": [-0.6, -3.0],
  "fmax_ev_per_a": 3.89
}